DFT (ωB97M-V/def2-TZVPD) results for a 2-piece molecular cluster, CH4Br2Si overall.

Summary:
- Kohn-Sham gap: 7.38 eV
- Highest occupied orbital energy: -9.3 eV
- ΔE to the lowest compared entry with this formula, charge and spin: 49.15 kcal per mole
- Electronic energy: -149064.0905 eV

ORCA input file:
```
! RIJCOSX wB97M-V def2-TZVPD def2/J DEFGRID3
* xyz 0 1
Br 0.95 2.47 -0.02
Br 2.78 -1.62 -0.13
Si 0.38 0.42 0.65
C -1.06 -0.33 -0.47
H -0.79 -1.40 -0.39
H -2.05 -0.17 -0.29
H 0.60 0.81 2.14
H -0.82 -0.17 -1.50
*
```